{
  "formula": "C35H91N3O12",
  "method": "the ωB97M-V functional and the def2-TZVPD basis",
  "smiles": "CC1(C)CCCC(C)(C)N1O.CC1(C)CCCC(C)(C)N1O.CC1(C)CCCC(C)(C)N1O.CCO.CCO.CCO.CCO.O.O.O.O.O",
  "lumo_ev": 0.1,
  "total_energy_ha": -2455.07605,
  "gap_ev": 8.92,
  "homo_energy_ha": -0.3236,
  "molar_mass_g_mol": 746.12,
  "species": ["C", "C", "C", "C", "C", "C", "C", "C", "C", "N", "O", "H", "H", "H", "H", "H", "H", "H", "H", "H", "H", "H", "H", "H", "H", "H", "H", "H", "H", "H", "C", "C", "C", "C", "C", "C", "C", "C", "C", "N", "O", "H", "H", "H", "H", "H", "H", "H", "H", "H", "H", "H", "H", "H", "H", "H", "H", "H", "H", "H", "C", "C", "C", "C", "C", "C", "C", "C", "C", "N", "O", "H", "H", "H", "H", "H", "H", "H", "H", "H", "H", "H", "H", "H", "H", "H", "H", "H", "H", "H", "C", "C", "O", "H", "H", "H", "H", "H", "H", "C", "C", "O", "H", "H", "H", "H", "H", "H", "C", "C", "O", "H", "H", "H", "H", "H", "H", "C", "C", "O", "H", "H", "H", "H", "H", "H", "O", "H", "H", "O", "H", "H", "O", "H", "H", "O", "H", "H", "O", "H", "H"],
  "coordinates": [[6.93012, 1.03618, -3.00000], [6.10011, 1.76493, -1.92712], [7.10859, 2.68771, -1.19985], [5.11658, 2.75307, -2.59894], [3.91671, 2.05226, -3.22479], [3.23779, 1.08889, -2.27037], [4.21393, 0.22445, -1.47668], [3.42189, -0.27292, -0.26648], [4.61459, -1.02749, -2.29893], [5.34656, 1.00247, -0.94824], [6.16676, 0.18991, -0.08884], [7.51357, 1.78974, -3.52353], [7.54146, 0.24513, -2.55069], [6.35701, 0.51101, -3.76819], [6.79783, 2.96568, -0.18982], [8.05543, 2.15734, -1.07835], [7.22456, 3.63689, -1.71783], [4.64388, 3.23760, -1.73148], [5.69887, 3.45393, -3.18506], [3.27547, 2.83162, -3.65275], [4.21671, 1.54936, -4.16079], [2.60359, 0.44109, -2.88465], [2.56335, 1.65691, -1.62294], [3.93592, -1.10429, 0.21440], [2.42420, -0.59144, -0.57106], [3.27497, 0.51568, 0.47366], [3.76760, -1.70901, -2.26977], [5.58754, -1.42560, -2.02233], [4.72127, -0.74417, -3.35072], [6.68440, -0.36480, -0.70537], [-0.27640, -3.11337, 0.84298], [-0.65940, -4.27973, 1.81130], [-1.76203, -3.71798, 2.69864], [-1.30744, -5.34111, 0.94027], [-0.33317, -6.08678, 0.05984], [0.74168, -6.67770, 0.97520], [1.44681, -5.68664, 1.90042], [2.20773, -6.45021, 2.97306], [2.48193, -4.89400, 1.07433], [0.43476, -4.83955, 2.56957], [1.03080, -3.84593, 3.41726], [0.26438, -3.47054, -0.03066], [-1.14019, -2.52419, 0.58500], [0.42085, -2.46756, 1.38814], [-1.32958, -3.04969, 3.44230], [-2.44770, -3.09929, 2.11926], [-2.31907, -4.52088, 3.18167], [-1.84685, -6.02533, 1.61667], [-2.15666, -4.99431, 0.33575], [-0.82482, -6.92955, -0.43210], [0.03014, -5.43861, -0.74069], [1.48309, -7.11463, 0.29761], [0.25626, -7.48679, 1.52304], [2.57834, -5.74315, 3.71888], [3.01585, -7.00405, 2.50161], [1.56260, -7.11310, 3.55199], [2.12978, -4.50403, 0.11830], [3.35425, -5.50250, 0.85182], [2.74471, -4.02631, 1.68521], [1.58710, -3.29125, 2.83540], [-6.43205, 1.00793, -1.90750], [-5.67354, 0.42242, -0.66971], [-5.46978, 1.67980, 0.20137], [-6.67785, -0.50533, 0.03716], [-6.77599, -1.88665, -0.61065], [-5.35750, -2.45456, -0.77310], [-4.39200, -1.57691, -1.59572], [-3.00269, -2.16632, -1.36345], [-4.72821, -1.70746, -3.09023], [-4.39970, -0.21549, -1.01948], [-3.65637, 0.69986, -1.84564], [-7.36791, 1.51993, -1.68730], [-5.85572, 1.87177, -2.27684], [-6.55432, 0.36385, -2.77974], [-6.28211, 2.38907, 0.07322], [-5.36487, 1.53013, 1.28054], [-4.52149, 2.11878, -0.11606], [-6.40268, -0.56910, 1.09217], [-7.66297, -0.06167, -0.10526], [-7.44296, -2.48283, 0.01038], [-7.15712, -1.85709, -1.63985], [-5.36627, -3.43604, -1.24802], [-5.01097, -2.48231, 0.26918], [-2.79668, -2.35494, -0.31657], [-2.22155, -1.58229, -1.85159], [-2.93952, -3.16886, -1.80853], [-5.71087, -1.36743, -3.41321], [-4.49749, -2.72415, -3.39691], [-4.06354, -1.06593, -3.68970], [-4.13624, 0.63275, -2.68963], [1.53451, 1.41112, 5.71358], [2.41116, 1.01371, 4.51613], [2.62345, 2.06606, 3.58787], [0.48507, 1.51451, 5.45238], [1.86040, 2.19741, 6.39685], [1.60084, 0.54777, 6.39347], [1.79611, 0.16562, 4.17817], [3.32619, 0.62047, 4.97309], [3.07595, 1.72743, 2.80721], [-1.60351, -0.18149, 3.55467], [-2.55763, 0.97930, 3.35017], [-2.21203, 2.18771, 3.98762], [-1.59014, -0.33964, 4.64167], [-0.58502, 0.06845, 3.26183], [-2.04310, -1.05865, 3.09940], [-3.59844, 0.67791, 3.53104], [-2.65659, 1.16078, 2.26331], [-2.95635, 2.48431, 4.51400], [0.38616, 3.26917, -4.49471], [-0.63734, 4.17359, -3.80928], [-1.90185, 3.51707, -3.65529], [1.32447, 3.82164, -4.61689], [0.06960, 2.88137, -5.45829], [0.63568, 2.47075, -3.78830], [-0.74300, 4.99283, -4.53631], [-0.31076, 4.58386, -2.86147], [-2.24172, 3.25687, -4.51376], [-0.67956, 1.19223, -0.50251], [0.13090, 1.97023, 0.52732], [0.31556, 3.30881, 0.03284], [-0.58459, 0.11761, -0.26744], [-0.21184, 1.16475, -1.49071], [-1.72704, 1.46208, -0.54881], [1.06794, 1.47505, 0.74639], [-0.47869, 2.13480, 1.42095], [-0.52535, 3.68954, -0.28622], [-1.41093, 5.42222, 2.01991], [-0.68363, 4.79600, 2.18113], [-1.47343, 5.48205, 1.05602], [0.82667, 6.73257, -0.12454], [1.19310, 6.55088, -0.98801], [1.18060, 6.02848, 0.43160], [-2.12404, 4.45147, -0.96912], [-2.15736, 4.42353, -1.94417], [-2.67100, 3.70654, -0.68244], [2.64819, 4.77414, -0.81834], [1.87433, 4.18642, -0.92827], [2.82487, 5.12826, -1.69909], [0.24603, 3.63121, 3.68370], [0.98559, 2.98621, 3.68246], [-0.56649, 3.09067, 3.69529]],
  "forces_ev_per_a": [[-0.668, -0.814, -0.040], [0.803, 1.559, -0.347], [0.020, -0.493, 0.865], [-1.034, -1.210, 1.793], [0.982, 0.487, -1.930], [-0.006, 0.816, -0.719], [-0.294, -0.912, 0.835], [-0.042, -0.194, 0.402], [-0.196, 1.226, -0.920], [-0.426, 0.033, 0.011], [-0.063, 0.274, -1.296], [0.405, -0.162, 0.148], [0.424, 0.378, -0.073], [-0.255, 0.221, 0.097], [-0.333, -0.239, -0.080], [0.151, 0.315, -0.107], [0.327, -0.165, -0.325], [0.476, 0.631, -0.170], [-0.320, 0.055, -0.421], [-0.443, -0.142, 0.522], [0.145, -0.310, 0.333], [-0.036, -0.167, 0.305], [0.203, -0.074, 0.288], [-0.066, -0.027, 0.084], [-0.002, -0.204, -0.129], [0.192, 0.127, -0.083], [0.376, -0.504, 0.222], [-0.295, -0.517, 0.344], [-0.013, -0.042, 0.013], [-0.079, 0.044, 0.462], [1.297, -0.293, 1.029], [-1.080, 1.452, -1.945], [0.324, 0.124, 0.694], [-1.058, -1.130, 0.107], [-0.156, -0.245, 0.549], [-0.058, -0.047, -1.020], [-0.097, -0.010, -0.493], [-0.207, 0.310, 0.548], [-0.431, 0.552, 0.218], [0.068, -0.286, 0.705], [-0.009, -0.395, -0.786], [-0.218, 0.107, -0.172], [-0.047, 0.061, -0.221], [-0.108, 0.306, -0.183], [-0.032, -0.210, 0.200], [-0.110, -0.259, -0.156], [0.033, 0.059, 0.173], [0.516, -0.291, -0.039], [0.360, 0.772, 0.105], [-0.093, 0.110, -0.074], [0.301, -0.035, 0.131], [0.232, -0.210, 0.437], [0.168, 0.031, 0.254], [0.375, -0.041, -0.228], [0.108, -0.110, 0.212], [-0.120, -0.153, -0.326], [-0.280, -0.124, 0.073], [0.151, 0.049, 0.242], [0.663, -0.072, -0.279], [-0.292, -0.096, 0.307], [1.024, 0.955, -0.882], [-2.074, 0.952, -0.498], [1.068, -0.214, 0.259], [0.359, -0.417, -0.831], [0.885, 0.221, -0.820], [-0.601, 0.450, 1.000], [-0.399, -0.273, 0.575], [0.178, -0.616, -0.702], [0.639, 1.000, -0.396], [0.099, 0.330, 0.439], [-0.551, -0.957, 0.011], [-0.246, -0.616, 0.398], [0.158, -0.262, -0.066], [-0.206, -0.251, 0.279], [0.002, 0.056, -0.139], [-0.052, -0.503, -0.115], [-0.216, 0.347, -0.059], [-0.215, -0.225, 0.024], [0.068, 0.329, 0.625], [0.173, -0.415, -0.201], [-0.585, 0.362, 0.316], [0.059, -0.144, 0.323], [0.558, -0.505, -0.290], [-0.064, 0.555, 0.173], [0.022, 0.189, 0.289], [-0.164, 0.114, -0.128], [-0.273, -0.528, 0.343], [-0.364, -0.074, -0.128], [0.195, -0.245, 0.152], [0.382, 0.449, 0.005], [0.284, -0.470, 0.793], [-0.765, -0.209, 1.644], [-0.172, -0.491, 0.234], [-0.024, 0.333, -0.030], [0.107, 0.515, -0.698], [-0.220, -0.147, -0.303], [0.619, 0.059, -0.983], [0.264, 0.128, -0.619], [-0.008, 0.039, 0.069], [-0.548, 0.967, 1.596], [-0.931, -0.334, -2.138], [0.124, -0.301, 0.339], [0.238, -0.329, -0.124], [-0.043, -0.228, -0.385], [0.362, -0.119, -0.331], [0.203, -0.031, 0.791], [0.485, 0.235, 0.090], [0.082, 0.188, 0.055], [0.680, 0.021, 1.659], [-0.067, -0.047, -2.487], [0.259, 0.206, 0.715], [-0.160, 0.049, -0.230], [-0.183, -0.007, 0.006], [-0.089, -0.333, -0.389], [-0.310, 0.345, 0.538], [-0.013, -0.255, 0.223], [0.069, 0.087, -0.113], [1.030, -1.627, 0.339], [-1.966, 1.253, -0.946], [1.151, 0.128, -0.254], [-0.571, 0.130, 0.364], [-0.104, 0.773, -0.099], [-0.065, 0.066, -0.138], [0.330, 0.358, 0.042], [0.306, -0.718, 0.343], [0.062, -0.280, 0.150], [0.062, -0.356, -0.309], [-0.090, 0.232, 0.197], [0.054, 0.130, 0.175], [-0.547, 0.320, 0.258], [0.200, -0.080, -0.020], [0.056, 0.061, -0.101], [-0.003, -0.130, -0.119], [-0.228, -0.213, 0.458], [-0.027, 0.198, -0.152], [-0.086, -0.361, -0.582], [0.160, 0.060, 0.405], [0.124, -0.114, 0.143], [0.027, -0.665, -0.173], [-0.364, 0.662, -0.196], [0.259, 0.320, 0.187]]
}